Molecular formula: C39H60BeN7O12PS3
Method: DFT, ωB97M-V/def2-TZVPD

Properties
- Frontier orbital gap: 2.4226 eV
- Total energy: -118609.0582 eV
- Max |F|: 5.7 eV/Å

XYZ file:
```
123
Properties=species:S:1:pos:R:3:forces:R:3
Be 18.0810 25.3414 30.4507 1.812 -1.321 -5.108
S 17.7955 25.2460 27.4922 1.805 -0.206 -2.917
O 19.0011 24.8383 28.2423 0.245 -0.039 0.683
O 18.0472 26.3925 26.5546 0.043 -2.107 1.613
O 17.1707 24.1104 26.7804 0.606 0.346 0.494
O 16.8649 25.7241 28.5037 -1.821 0.962 4.781
C 19.8181 30.8868 27.6264 1.525 -0.558 -1.039
C 18.6449 31.2634 28.4921 -0.420 -0.706 -0.121
C 18.5413 30.1892 29.5990 -1.224 0.060 0.730
S 19.7840 28.8673 29.3768 2.399 2.018 -0.396
O 19.2058 27.5142 29.4844 -0.256 -0.041 0.781
O 21.0726 29.1829 30.0575 -2.634 -0.845 -0.666
C 19.9888 29.3419 27.6444 -0.872 -0.256 0.454
H 20.7273 31.4266 27.8909 0.142 -0.286 0.122
H 19.6172 31.0984 26.5762 0.018 0.312 0.007
H 17.7952 31.2509 27.8095 -0.469 -0.405 0.471
H 18.6409 32.2718 28.9061 0.525 -0.125 0.049
H 17.5817 29.6769 29.5289 -0.018 -0.150 -0.099
H 18.5444 30.6609 30.5817 0.536 -0.382 0.145
H 19.1117 28.9070 27.1651 -0.197 -0.046 -0.118
H 20.8405 28.8208 27.2071 0.302 0.549 0.221
C 23.7939 22.7370 30.7838 0.254 0.064 -0.899
C 23.1854 22.4514 29.3548 -1.316 0.653 0.891
C 22.4273 23.7481 28.9332 1.181 0.141 0.901
S 21.7604 24.4874 30.5163 0.516 -0.287 -0.197
O 20.2761 24.3028 30.6360 0.603 0.540 0.367
O 22.3010 25.8342 30.6704 -0.663 -1.512 0.235
C 22.6639 23.2384 31.6394 -1.119 0.019 0.155
H 24.5808 23.4896 30.8319 0.121 0.119 -0.800
H 24.2909 21.8222 31.1066 -0.434 -0.058 0.492
H 22.3714 21.7276 29.3943 0.348 -0.659 0.558
H 23.9395 22.0455 28.6804 -0.116 0.613 -0.256
H 21.5976 23.7376 28.2264 0.276 -0.245 -0.045
H 23.2491 24.4079 28.6549 -0.642 0.740 -0.313
H 22.0632 22.3675 31.9017 -0.797 0.299 -0.335
H 22.8524 23.7428 32.5871 0.460 0.270 -0.296
C 18.9174 21.3960 32.9220 -0.758 1.540 1.642
O 19.4758 21.1691 31.6611 0.668 -0.206 -0.796
P 18.6258 21.4683 30.3489 -0.276 -0.175 0.212
O 17.9854 22.8124 30.2891 -0.307 -0.253 0.390
O 19.6685 21.1513 29.2233 0.502 -0.785 1.860
C 19.3001 21.4030 27.8946 -0.080 1.509 -1.692
O 17.6173 20.2321 30.3004 -1.183 5.006 -2.549
C 17.9734 18.9974 30.6957 1.338 -1.725 2.216
H 18.3593 20.5964 33.4092 -0.025 -0.476 -0.749
H 18.2785 22.2783 32.8826 -0.398 -0.084 -0.115
H 19.6412 21.7026 33.6770 0.709 -0.280 -0.471
H 19.9878 22.1959 27.6005 -0.393 0.146 -0.494
H 18.2758 21.7726 27.8475 0.044 0.112 -0.236
H 19.4110 20.5954 27.1711 0.104 -0.508 0.677
H 19.0534 18.9783 30.8419 0.125 -0.573 0.005
H 17.6925 18.1863 30.0239 -0.440 0.284 0.127
H 17.5096 19.0593 31.6801 0.033 -1.986 0.300
N 15.5169 25.0043 24.7651 -0.795 0.090 -1.329
C 15.2657 24.1320 23.7259 -0.740 0.016 0.030
C 14.4865 24.7989 22.7814 0.507 -1.092 0.151
C 14.3364 26.0940 23.2156 -0.084 2.254 2.380
C 14.9461 26.2254 24.4840 -0.016 -1.059 -0.774
H 16.0405 24.7789 25.5988 0.137 -0.089 -0.209
H 15.5003 23.0812 23.8104 0.216 0.133 -0.110
H 13.9536 24.4562 21.9067 0.507 -0.497 -0.012
H 13.7426 26.8752 22.7644 0.097 -0.047 -0.108
H 15.0051 26.9591 25.2743 -0.117 0.460 -0.493
N 13.9111 25.8666 27.9685 -0.459 -1.047 -0.384
C 12.7508 25.9009 27.2576 -0.021 0.931 0.197
C 11.8079 26.4850 28.0930 -1.145 -0.771 -1.056
C 12.3241 26.6278 29.3957 1.822 -0.371 -0.867
C 13.6437 26.1942 29.2415 0.459 1.048 1.664
H 14.8055 25.5572 27.6159 -0.184 -0.030 0.294
H 12.7546 25.5168 26.2482 -0.312 0.388 -0.022
H 10.8020 26.7025 27.7654 -0.037 -0.044 0.122
H 11.8888 27.0690 30.2801 -0.031 -0.176 -0.159
H 14.4848 26.2291 29.9181 -0.179 -0.012 0.256
N 17.9265 22.2313 24.5389 -0.339 -1.285 0.918
C 17.5250 20.9195 24.4414 -0.210 -0.079 -0.740
C 17.9435 20.4365 23.2126 0.276 -0.154 0.554
C 18.6884 21.4617 22.5955 0.833 1.641 0.804
C 18.6848 22.5565 23.4703 -0.255 -0.264 -0.786
H 17.6131 22.8073 25.3071 0.393 0.371 -0.121
H 16.9695 20.4176 25.2197 -0.160 0.235 -0.019
H 17.8201 19.4264 22.8508 -0.104 0.092 0.038
H 19.3276 21.4922 21.7255 -0.381 -0.420 -0.204
H 19.1177 23.5446 23.4189 -0.012 -0.093 -0.286
N 15.2792 21.9535 27.2474 -0.059 0.393 0.647
C 15.3628 20.7054 27.8418 0.707 1.311 -0.846
C 14.3456 19.9744 27.3114 -0.011 -0.982 0.337
C 13.5972 20.8098 26.4586 -0.905 -0.522 -0.342
C 14.1625 22.0469 26.4649 0.560 -0.067 -0.052
H 15.9284 22.7170 27.3726 -0.023 0.001 0.167
H 16.2030 20.5266 28.4963 -0.317 -0.356 -0.033
H 14.1808 18.9218 27.4880 -0.137 0.085 0.069
H 12.7278 20.4820 25.9081 0.004 0.222 0.020
H 13.8866 22.9682 25.9735 0.100 -0.131 -0.025
N 16.4297 28.4451 27.1282 -2.317 2.849 -0.732
C 15.5380 28.8500 28.0866 0.981 -0.945 1.424
C 14.9782 30.0602 27.8113 -0.590 -0.440 -0.257
C 15.4008 30.4053 26.4963 0.657 -0.742 0.320
C 16.2632 29.3973 26.0990 1.017 -0.258 0.061
H 17.0183 27.6270 27.1937 0.028 0.013 -0.606
H 15.4238 28.1965 28.9388 -0.189 0.238 0.126
H 14.2112 30.5145 28.4209 0.122 0.141 -0.089
H 15.1191 31.3039 25.9674 0.112 -0.242 -0.222
H 16.8306 29.2919 25.1861 -0.026 0.034 -0.038
N 18.7787 27.4888 24.2575 0.385 1.742 -0.309
C 18.0311 27.6661 23.1373 -0.664 -1.383 -1.355
C 18.7385 28.3547 22.1666 0.430 -0.057 1.264
C 19.9476 28.7177 22.8166 0.241 0.801 0.767
C 19.8997 28.2688 24.1299 0.362 -0.476 -0.898
H 18.5315 27.0167 25.1155 -0.321 -0.100 -0.238
H 17.1122 27.1155 22.9996 -0.108 0.069 0.186
H 18.4829 28.5881 21.1436 -0.249 -0.138 0.207
H 20.7223 29.3620 22.4279 0.026 -0.087 -0.056
H 20.5850 28.4030 24.9538 0.099 -0.174 -0.203
N 21.3390 26.1280 27.0043 -0.155 -0.814 -1.715
C 22.4124 26.7840 27.5004 1.038 0.178 -1.345
C 23.4006 26.7218 26.4925 -0.324 0.678 1.566
C 22.8900 25.9755 25.4193 1.120 0.193 -0.651
C 21.6253 25.6349 25.7102 -1.672 -0.418 2.097
H 20.4464 25.9491 27.4418 0.031 0.091 0.294
H 22.3722 27.2521 28.4728 0.187 0.021 -0.073
H 24.3594 27.2187 26.4857 -0.022 -0.097 0.268
H 23.4612 25.7394 24.5336 -0.257 -0.019 -0.060
H 20.8946 24.9786 25.2609 0.084 0.240 -0.281
```
Positions in Å, forces in eV/Å.